DFT (the ωB97M-V functional and the def2-TZVPD basis) results for C48H43IN6O2P2PdSTe as an isolated structure at a distorted geometry.

```
105
Properties=species:S:1:pos:R:3:forces:R:3
Pd -0.573210 0.730076 -0.063712 -0.28 0.31 -0.15
C -1.426818 -3.260571 -3.156818 -0.01 -0.04 -0.06
C -2.458990 -2.194194 -2.962249 -0.05 0.24 0.36
N -3.359596 -2.009893 -3.879149 0.22 -0.42 -0.35
C -4.338534 -1.094261 -3.734450 -0.15 0.30 0.28
C -4.469300 -0.333146 -2.609509 -0.09 0.11 -0.06
C -5.613097 0.638900 -2.488642 0.00 -0.11 -0.09
O -5.105065 1.963723 -2.273058 -0.02 0.06 0.03
C -3.484483 -0.457253 -1.583725 0.32 -0.28 0.00
C -3.622433 0.350568 -0.421488 -0.10 -0.03 0.06
N -2.699437 0.726528 0.416748 0.18 0.05 -0.44
C -3.110565 1.504140 1.533572 -0.03 -0.02 0.20
C -3.939480 0.941655 2.503195 0.06 0.06 -0.08
C -4.325373 1.678274 3.611457 -0.01 0.01 0.05
C -3.888523 2.985101 3.767493 -0.04 -0.03 0.02
C -3.064389 3.558368 2.811930 0.07 0.07 -0.07
C -2.673916 2.814281 1.711199 0.03 -0.07 -0.13
I -1.423526 3.674112 0.260101 -0.06 0.16 0.22
C -2.416840 -1.396162 -1.743755 -0.28 0.10 -0.25
O -1.489717 -1.571889 -0.891266 -0.02 0.12 0.11
H -1.325887 -3.872719 -2.258044 -0.01 0.01 0.00
H -0.447169 -2.823267 -3.367080 0.00 0.00 0.00
H -1.720140 -3.887445 -3.995251 0.03 -0.01 -0.01
H -5.038514 -1.011679 -4.556620 -0.01 0.03 0.00
H -6.274227 0.350150 -1.663740 0.00 0.03 0.03
H -6.200952 0.608579 -3.407125 -0.01 -0.04 0.00
H -5.853538 2.569675 -2.211174 0.05 -0.05 -0.01
H -4.626182 0.722057 -0.218281 0.02 0.07 0.05
H -4.270820 -0.082556 2.383728 -0.01 0.01 0.00
H -4.970075 1.230317 4.355516 0.00 -0.01 -0.01
H -4.191139 3.564267 4.629004 0.00 0.00 0.00
H -2.730365 4.581168 2.923912 0.00 0.00 -0.01
Te 1.153220 -2.182150 -0.802331 0.59 -0.72 -0.26
C 3.256136 -2.047778 -1.104157 -0.10 0.02 0.13
C 3.791990 -1.565043 -2.286615 -0.07 -0.04 -0.20
C 5.169328 -1.632617 -2.463209 -0.26 0.03 0.06
N 5.989909 -2.110603 -1.540655 0.43 -0.02 -0.03
C 5.479331 -2.567394 -0.405581 -0.24 0.03 0.00
C 4.112615 -2.569583 -0.141978 0.07 0.04 0.06
C 1.081883 -0.701713 0.568328 -0.16 0.24 0.54
P -0.367395 -0.607470 1.645174 0.02 0.10 0.46
C -0.356898 0.200150 3.253908 0.10 -0.20 -0.03
C -0.608429 -0.563722 4.398501 0.06 -0.06 -0.06
C -0.616738 0.040477 5.644161 0.01 0.05 0.03
C -0.381522 1.403946 5.758830 0.00 -0.05 -0.06
C -0.158575 2.170311 4.620824 0.01 0.02 0.02
C -0.156455 1.575798 3.373494 -0.09 0.03 -0.09
C -1.099687 -2.225779 1.855430 0.07 0.01 -0.04
C -0.244415 -3.226068 2.318019 0.08 0.02 0.05
C -0.743582 -4.490474 2.595299 0.02 0.04 0.00
C -2.092372 -4.750506 2.413230 -0.05 0.05 -0.02
C -2.944756 -3.749134 1.958276 -0.03 -0.11 0.02
C -2.453742 -2.489648 1.676188 -0.01 0.15 -0.04
P 1.802955 0.926313 0.480038 0.20 -1.01 -0.22
C 2.603453 1.237283 2.058263 -0.27 0.33 -0.07
C 2.923912 0.207694 2.939513 -0.05 -0.08 -0.07
C 3.538753 0.507876 4.143568 0.03 0.01 0.05
C 3.834394 1.826356 4.465930 -0.03 -0.03 -0.03
C 3.525669 2.852200 3.580290 0.01 0.03 -0.01
C 2.908827 2.561073 2.376810 0.02 0.04 -0.02
C 3.033693 1.252579 -0.779718 -0.31 0.28 0.03
C 4.383730 1.051534 -0.488250 0.08 0.02 0.07
C 5.341586 1.437145 -1.408815 0.06 -0.09 0.10
C 4.960902 2.030311 -2.605245 -0.11 0.05 -0.03
C 3.617815 2.255052 -2.882727 0.06 0.02 -0.05
C 2.649929 1.880391 -1.966370 -0.03 -0.08 0.06
H 3.168957 -1.125505 -3.056396 -0.01 -0.03 0.02
H 5.622700 -1.271395 -3.378963 0.02 -0.01 -0.02
H 6.181103 -2.957522 0.322103 0.02 -0.01 0.01
H 3.743621 -2.982238 0.789420 0.00 0.01 -0.03
H -0.798730 -1.624403 4.321288 0.00 -0.03 0.01
H -0.809957 -0.555217 6.525721 0.00 0.00 0.00
H -0.387490 1.873355 6.733447 0.00 0.00 0.01
H -0.000384 3.237310 4.706134 0.00 0.01 -0.01
H -0.026531 2.182523 2.487024 0.04 0.01 0.04
H 0.808469 -3.016383 2.471743 0.00 -0.05 -0.01
H -0.080271 -5.266294 2.951259 0.02 0.00 0.00
H -2.483669 -5.736318 2.624859 -0.01 0.00 0.00
H -3.995824 -3.958544 1.812902 0.00 -0.01 0.00
H -3.109054 -1.721203 1.293585 0.01 -0.03 -0.02
H 2.702865 -0.821208 2.680556 0.02 0.00 0.02
H 3.795032 -0.288298 4.829583 0.00 0.00 0.00
H 4.316474 2.055781 5.406691 0.00 -0.01 0.00
H 3.767718 3.876635 3.828807 0.00 0.00 0.00
H 2.664372 3.359696 1.684523 0.01 0.01 0.01
H 4.682216 0.591789 0.446336 0.01 0.03 -0.02
H 6.388578 1.272747 -1.191773 0.00 -0.01 0.00
H 5.715942 2.340660 -3.315523 0.00 -0.01 0.00
H 3.328843 2.751674 -3.799660 0.00 -0.01 0.00
H 1.605670 2.089535 -2.152906 -0.03 -0.02 -0.03
C 2.062658 -0.187403 -5.891325 -0.04 -0.01 0.03
C 1.001988 -0.942765 -5.088128 0.06 -0.07 -0.07
C 0.180187 -0.052617 -4.221485 -0.21 0.18 0.11
N 0.256593 -0.012493 -2.939718 0.31 -0.21 -0.10
N -0.606416 0.866398 -2.349952 -0.27 0.81 0.10
C -1.347390 1.518678 -3.222197 0.28 -0.58 -0.40
N -2.287401 2.425803 -2.933089 -0.11 0.25 0.01
S -1.004503 1.053009 -4.864727 -0.02 0.03 0.28
H 2.636295 -0.882733 -6.501467 0.01 0.01 -0.01
H 2.750906 0.341017 -5.228795 -0.01 0.00 0.00
H 1.604858 0.543265 -6.558632 0.02 0.01 -0.01
H 1.466551 -1.683758 -4.434274 -0.01 0.01 -0.01
H 0.337156 -1.488764 -5.761280 0.01 -0.01 -0.01
H -2.731213 2.367967 -2.030127 -0.01 0.02 0.05
H -2.924084 2.693504 -3.666706 -0.03 -0.05 0.03
```
Positions in Å, forces in eV/Å.

For the total energy, the calculation gives -4107.8934 hartree. The total charge is +2. As for the relative energy (zero: lowest compared OMol25 entry of this formula, charge and spin): 0.528 eV. The value obtained for the strongest force on any atom is 1.06 eV Å⁻¹. Its gap between HOMO and LUMO (alpha / beta) is 0.1783 / 0.1819 hartree. Its spin multiplicity is 1. As for the highest occupied orbital energy (alpha / beta): -12.11 / -12.12 eV.

These are the Mulliken partial charges, in e, on atoms 1 to 5: Pd 0.070; C -0.639; C 0.624; N -0.574; C -1.147


DFT (the ωB97M-V functional and the def2-TZVPD basis) results for one molecule with the formula C5H6OS2 at a distorted geometry.

```
14
Properties=species:S:1:pos:R:3:forces:R:3
C 0.480091 1.490494 -0.332491 -3.38 0.87 -0.17
C -0.819529 1.158049 -0.443005 -0.23 -1.44 1.23
C 1.512087 0.589038 -0.060355 3.26 -0.43 -0.07
C -1.277672 -0.257905 -0.143253 -0.10 1.03 -2.52
C -0.384920 -1.228554 0.527991 0.24 -1.75 -0.45
O 2.202493 -2.019663 0.271359 1.01 -0.68 0.57
S 3.043996 1.165163 0.217824 -1.28 -0.99 0.01
S 1.231473 -1.191513 -0.406321 -1.49 1.22 0.46
H 0.670877 2.520387 -0.306352 0.83 1.30 -0.23
H -1.749664 1.778504 -0.483380 1.61 0.27 -0.46
H -2.141026 -0.045039 0.401046 -1.67 -0.39 1.20
H -1.630676 -0.660147 -1.102008 -0.10 -0.10 0.03
H -0.390577 -1.000892 1.621530 0.74 -0.64 -0.79
H -0.746948 -2.297921 0.237413 0.55 1.74 1.20
```
Positions in Å, forces in eV/Å.

For the total energy, the calculation gives -1065.6369 hartree. The total charge is 0. As for the relative energy (zero: lowest compared OMol25 entry of this formula, charge and spin): 2.499 eV. The value obtained for the strongest force on any atom is 3.50 eV Å⁻¹. Its gap between HOMO and LUMO (alpha / beta) is 0.2791 / 0.2791 hartree. Its spin multiplicity is 1. As for the highest occupied orbital energy (alpha / beta): -8.80 / -8.80 eV.

These are the Mulliken partial charges, in e, on atoms 1 to 5: C -0.423; C -0.247; C 0.065; C -0.622; C -0.532